Run w
Molecular formula: C5H15N2
Method: DFT, the ωB97M-V functional and the def2-TZVPD basis

As for the SMILES: NCCCCC[NH3+]. The net charge is +1. The orbital gap comes out at 9.560 eV. The HOMO energy is -13.080 eV.

XYZ file:
```
22
Properties=species:S:1:pos:R:3:nbo_charge:R:1
N -1.8369 2.0186 -0.1813 -0.83
C -1.0972 1.7320 1.0975 -0.26
C -0.5246 0.3488 1.1171 -0.42
C 1.0345 0.2129 0.8572 -0.45
C 1.1753 -0.2100 -0.6289 -0.45
C 1.3235 -1.7352 -0.9853 -0.23
N -0.1560 -2.1663 -1.2278 -0.71
H -1.0391 2.3654 -0.7275 0.34
H -2.3671 2.8933 -0.0538 0.37
H -1.8097 1.7262 1.9386 0.21
H -0.4068 2.6134 1.4680 0.19
H -0.8692 -0.0474 2.1870 0.23
H -1.2463 -0.2623 0.4278 0.18
H 1.3006 -0.4504 1.7237 0.25
H 1.5226 1.2553 1.0636 0.25
H 0.4347 0.3338 -1.2302 0.22
H 2.2240 0.3031 -1.1490 0.25
H 1.6631 -2.3129 -0.2089 0.22
H 2.1818 -2.0469 -1.7574 0.27
H -0.7438 -1.2197 -1.2820 0.47
H -0.5122 -2.5573 -0.3981 0.44
H -0.2513 -2.7943 -2.0500 0.46
```

Run x
Molecular formula: C5H15N2
Method: DFT, the ωB97M-V functional and the def2-TZVPD basis

The net charge is +1. The orbital gap comes out at 6.321 eV. The HOMO energy is -14.331 eV.

XYZ file:
```
22
Properties=species:S:1:pos:R:3:nbo_charge:R:1
C -2.3292 0.2504 -0.4191 -0.13
N -2.3721 -1.1645 -0.4517 -0.76
C 2.6680 -1.0836 0.1395 -0.61
C 2.9427 -0.5758 -1.3023 -0.60
C -0.8149 0.7758 -0.4142 -0.35
N -0.1813 0.4292 0.7600 0.13
C -0.2145 1.4717 1.7663 -0.50
H -2.8837 0.6873 -1.2442 0.25
H -2.6783 0.7042 0.5168 0.19
H 3.2998 -0.5375 0.8443 0.21
H 2.9109 -2.1371 0.2062 0.22
H 1.6316 -0.8421 0.3793 0.19
H 3.9859 -0.3729 -1.5171 0.23
H 2.4085 0.3802 -1.3764 0.17
H 2.5187 -1.2819 -2.0109 0.21
H -0.8794 1.8650 -0.5656 0.23
H -0.2307 0.3822 -1.2579 0.30
H -3.3308 -1.4964 -0.5572 0.41
H -1.8398 -1.6846 0.2209 0.39
H 0.1117 1.0415 2.7035 0.26
H -1.1949 1.9526 1.7111 0.25
H 0.5212 2.1509 1.2934 0.31
```

Run y
Molecular formula: C5H15N2
Method: DFT, the ωB97M-V functional and the def2-TZVPD basis

As for the SMILES: CC[C@H]([NH3+])CNC. The net charge is +1. The orbital gap comes out at 9.077 eV. The HOMO energy is -12.533 eV.

XYZ file:
```
22
Properties=species:S:1:pos:R:3:nbo_charge:R:1
C -1.5003 2.2801 0.7798 -0.64
C -0.8399 0.9853 1.1956 -0.42
C -0.3428 0.1484 -0.0006 -0.04
N -1.5510 -0.4258 -0.7739 -0.69
C 0.6214 -1.0029 0.3910 -0.24
N 1.9361 -0.6898 -0.0883 -0.64
C 2.3847 -1.4473 -1.2698 -0.41
H -2.4168 2.1594 0.1979 0.20
H -0.8435 3.0179 0.3132 0.24
H -1.7614 2.7384 1.7497 0.25
H 0.1035 1.1732 1.7277 0.25
H -1.4674 0.3768 1.8255 0.21
H 0.1511 0.8266 -0.7144 0.24
H -2.2717 -0.7257 -0.1124 0.43
H -1.3418 -1.2172 -1.3817 0.45
H -1.9594 0.3622 -1.2759 0.44
H 0.2526 -1.9763 0.0077 0.18
H 0.6700 -1.0157 1.4876 0.23
H 2.6964 -0.6416 0.5721 0.39
H 2.2357 -2.5216 -1.0464 0.18
H 3.4446 -1.2530 -1.4312 0.23
H 1.7999 -1.1514 -2.1532 0.18
```

Stability, highest: run y

Run w
Molecular formula: C5H6OS2
Method: DFT, the ωB97M-V functional and the def2-TZVPD basis

The orbital gap comes out at 7.253 eV. The HOMO energy is -8.960 eV.

XYZ file:
```
14
Properties=species:S:1:pos:R:3:nbo_charge:R:1
C 2.1748 0.8786 0.1839 -0.36
C 0.7972 1.2853 -0.0612 0.46
C -0.1419 0.3559 -0.6716 -0.42
C -0.3743 -0.9183 0.2201 -0.40
C -1.9423 -0.9553 0.1758 -0.47
H 2.5407 1.6697 0.8497 0.22
H 0.0565 0.0628 -1.6961 0.26
H -0.1588 -0.7392 1.3037 0.22
H 0.1241 -1.8290 -0.1334 0.22
H -2.3137 -1.7211 -0.5367 0.21
H -2.4449 -1.0499 1.0760 0.21
O 0.5332 2.4913 0.0999 -0.47
S 3.0678 -0.3614 -0.3717 0.14
S -1.9183 0.8306 -0.4382 0.19
```

Run x
Molecular formula: C5H6OS2
Method: DFT, the ωB97M-V functional and the def2-TZVPD basis

As for the SMILES: O=C1SC=C[C@H]1CS. The orbital gap comes out at 9.554 eV. The HOMO energy is -8.979 eV.

XYZ file:
```
14
Properties=species:S:1:pos:R:3:nbo_charge:R:1
O -0.0900 -2.2898 -0.7113 -0.55
C 0.2502 -1.1340 -0.8268 0.44
S 0.4695 -0.3017 -2.3943 0.27
C 0.7763 1.2214 -1.5792 -0.35
C 0.7684 1.1763 -0.2443 -0.21
C 0.5501 -0.1877 0.3316 -0.39
C -0.5422 -0.3037 1.4165 -0.50
S -2.2031 0.1806 0.8501 -0.04
H 0.9383 2.1025 -2.1909 0.24
H 0.9245 2.0443 0.3780 0.23
H 1.4829 -0.5710 0.7885 0.26
H -0.3136 0.3349 2.2295 0.22
H -0.5633 -1.3258 1.8207 0.24
H -2.4479 -0.9464 0.1319 0.14
```

Stability, highest: run x

Run w
Molecular formula: C2H7N
Method: DFT, the ωB97M-V functional and the def2-TZVPD basis

As for the SMILES: CCN. The orbital gap comes out at 10.644 eV. The HOMO energy is -9.401 eV.

XYZ file:
```
10
Properties=species:S:1:pos:R:3:nbo_charge:R:1
C 0.1854 -0.9175 -0.6284 -0.62
C -0.2218 -0.0422 0.5245 -0.21
N -0.2993 1.3235 0.0744 -0.82
H 0.2583 -1.9503 -0.3602 0.21
H -0.5329 -0.8423 -1.4634 0.21
H 1.1339 -0.5789 -1.0677 0.20
H -1.2528 -0.2727 0.9000 0.19
H 0.5305 -0.2065 1.3845 0.15
H 0.6138 1.5820 -0.3118 0.34
H -0.4152 1.9048 0.9480 0.35
```

Run x
Molecular formula: C2H7N
Method: DFT, the ωB97M-V functional and the def2-TZVPD basis

As for the SMILES: C=N.C. The orbital gap comes out at 11.018 eV. The HOMO energy is -9.867 eV.

XYZ file:
```
10
Properties=species:S:1:pos:R:3:nbo_charge:R:1
C -0.8322 0.2865 -2.3365 -0.02
N -1.2676 -0.6246 -1.5991 -0.60
H -0.1839 1.0816 -1.9736 0.15
H -0.9285 0.3791 -3.4273 0.13
H -1.9740 -1.2324 -1.9526 0.34
C 1.6743 0.2297 3.2446 -0.85
H 0.8368 -0.0836 2.6373 0.22
H 1.3576 0.4884 4.2536 0.21
H 2.1133 1.0970 2.7562 0.21
H 2.4584 -0.5110 3.3837 0.21
```

Stability, highest: run w

Run w
Molecular formula: C2H7N
Method: DFT, the ωB97M-V functional and the def2-TZVPD basis

As for the SMILES: C=N.C. The orbital gap comes out at 11.610 eV. The HOMO energy is -10.418 eV.

XYZ file:
```
10
Properties=species:S:1:pos:R:3:nbo_charge:R:1
C 4.6030 -0.5735 0.3193 -0.05
N 5.0364 0.5683 -0.0222 -0.58
H 5.2276 -1.4534 0.2419 0.16
H 3.5963 -0.7258 0.7081 0.14
H 4.3006 1.2269 0.2418 0.32
C -4.5198 0.2287 -0.2574 -0.86
H -3.5024 0.5738 -0.3952 0.22
H -4.8084 -0.1201 0.7279 0.22
H -5.3500 0.8606 -0.5719 0.22
H -4.5832 -0.5854 -0.9923 0.21
```

Run x
Molecular formula: C2H7N
Method: DFT, the ωB97M-V functional and the def2-TZVPD basis

As for the SMILES: C=N.C. The orbital gap comes out at 9.364 eV. The HOMO energy is -8.695 eV.

XYZ file:
```
10
Properties=species:S:1:pos:R:3:nbo_charge:R:1
C -0.9069 1.8214 3.3482 0.06
N -1.3049 0.7110 3.7809 -0.72
H -0.0075 2.3625 3.6633 0.15
H -1.5304 2.3791 2.6209 0.11
H -2.1726 0.6053 4.2866 0.40
C 1.1682 -1.5675 -3.5264 -0.85
H 0.6411 -1.0552 -2.7300 0.21
H 2.1778 -1.1639 -3.5875 0.21
H 1.1602 -2.6361 -3.3198 0.21
H 0.7749 -1.4566 -4.5361 0.21
```

Stability, highest: run w

Run w
Molecular formula: C4H3NO2
Method: DFT, the ωB97M-V functional and the def2-TZVPD basis

The orbital gap (alpha / beta) comes out at 9.148 / 9.149 eV. The HOMO energy (alpha / beta) is -9.335 / -9.336 eV.

XYZ file:
```
10
Properties=species:S:1:pos:R:3:nbo_charge:R:1
O -2.2660 1.6574 0.1647 -0.42
C -1.4086 0.8827 0.1948 0.56
C -0.7295 -0.2104 0.9970 0.17
N 0.5363 0.3023 1.2836 -0.39
C 1.2892 -0.0871 0.2850 0.00
C 0.4547 -0.7308 -0.6868 -0.02
O -0.6223 -1.1938 0.0220 -0.45
H -0.3774 0.5211 -0.9077 0.10
H 2.3370 0.1786 0.1847 0.22
H 0.7866 -1.3201 -1.5373 0.23
```

Run x
Molecular formula: C4H3NO2
Method: DFT, the ωB97M-V functional and the def2-TZVPD basis

As for the SMILES: O=C=C1N=CCO1. The orbital gap comes out at 9.264 eV. The HOMO energy is -8.867 eV.

XYZ file:
```
10
Properties=species:S:1:pos:R:3:nbo_charge:R:1
O -1.0243 2.6385 0.6918 -0.41
C -0.3714 1.7953 0.2316 0.67
C 0.5545 0.9719 -0.3231 0.06
N 0.0927 0.1743 -1.4330 -0.38
C -0.0398 -0.9867 -0.9147 0.08
C 0.2206 -0.9213 0.5721 -0.15
O 1.1460 0.1492 0.6369 -0.47
H -0.4350 -1.8357 -1.4649 0.20
H -0.7242 -0.4717 0.9765 0.18
H 0.5572 -1.8000 1.1202 0.22
```

Run y
Molecular formula: C4H3NO2
Method: DFT, the ωB97M-V functional and the def2-TZVPD basis

As for the SMILES: [H]/N=C1/C=CC(=O)O1. The orbital gap comes out at 9.692 eV. The HOMO energy is -10.694 eV.

XYZ file:
```
10
Properties=species:S:1:pos:R:3:nbo_charge:R:1
H 2.7542 0.6943 -0.0239 0.36
N 2.2948 -0.2115 0.1094 -0.60
C 1.0440 -0.0951 0.0678 0.50
C -0.0481 -1.1177 0.1251 -0.26
C -1.1835 -0.4585 0.3335 -0.23
C -0.9595 0.9628 0.0497 0.73
O -1.7708 1.8077 -0.2105 -0.51
O 0.4012 1.1395 -0.0717 -0.50
H -0.4002 -1.7510 -0.6622 0.26
H -2.1321 -0.9706 0.2827 0.23
```

Stability, highest: run y

Run w
Molecular formula: C4H3NO2
Method: DFT, the ωB97M-V functional and the def2-TZVPD basis

The orbital gap comes out at 8.982 eV. The HOMO energy is -9.543 eV.

XYZ file:
```
10
Properties=species:S:1:pos:R:3:nbo_charge:R:1
O -1.9057 1.2478 -0.8829 -0.46
C -1.6985 0.0617 -0.8503 0.42
C -0.3713 -0.4512 -0.2227 0.02
N 0.2144 -1.5986 -0.3371 -0.05
O 1.8095 -1.2108 0.3676 -0.37
C 1.6353 0.0332 0.7093 0.22
C 0.3769 0.5000 0.5170 -0.40
H -2.4323 -0.6503 -1.2626 0.15
H 2.4460 0.7134 0.9965 0.22
H -0.0743 1.3549 0.9651 0.24
```

Run x
Molecular formula: C4H3NO2
Method: DFT, the ωB97M-V functional and the def2-TZVPD basis

As for the SMILES: O=Cc1ncco1. The orbital gap comes out at 9.568 eV. The HOMO energy is -10.194 eV.

XYZ file:
```
10
Properties=species:S:1:pos:R:3:nbo_charge:R:1
O 2.9035 -0.4543 -0.2384 -0.47
C 1.9804 0.3421 0.1910 0.33
C 0.6141 -0.1697 0.3985 0.36
N 0.0567 -1.2318 0.0846 -0.35
C -1.3725 -0.8661 -0.0425 -0.12
C -1.4624 0.4242 -0.1778 0.11
O -0.2054 1.0340 0.0787 -0.47
H 1.9409 1.5151 -0.0568 0.18
H -2.2035 -1.5451 0.1385 0.23
H -2.2519 0.9516 -0.3759 0.20
```

Stability, highest: run x